# C71H77Ge2InN4O4S7

A molecular structure, C71H77Ge2InN4O4S7 (wB97M-V/def2-TZVPD, OMol25).

Geometry (Å):
In (0.931, -0.741, -1.808)
O (6.036, 1.335, -4.811)
C (3.452, 1.445, -2.881)
O (3.069, 0.225, -2.839)
C (2.451, 2.329, -2.242)
C (2.725, 3.685, -2.274)
C (1.770, 4.577, -1.804)
C (0.583, 4.074, -1.314)
C (0.394, 2.692, -1.283)
N (1.310, 1.843, -1.732)
H (3.677, 4.014, -2.672)
H (1.950, 5.647, -1.832)
H (-0.202, 4.728, -0.957)
H (-0.514, 2.248, -0.883)
C (0.875, 6.393, 3.739)
C (1.557, 5.049, 3.827)
C (1.465, 4.271, 4.976)
C (2.039, 3.008, 5.040)
C (1.923, 2.177, 6.295)
C (2.720, 2.500, 3.924)
C (2.881, 3.295, 2.779)
C (3.665, 2.834, 1.575)
C (2.281, 4.553, 2.753)
C (3.329, 1.134, 4.061)
C (4.505, 1.081, 4.812)
C (5.116, -0.124, 5.100)
C (4.553, -1.295, 4.623)
C (3.407, -1.279, 3.830)
C (2.760, -0.050, 3.539)
Ge (1.263, -0.016, 2.174)
S (2.361, -0.224, 0.321)
S (-0.045, 1.882, 2.122)
Ge (-1.599, 0.364, 1.427)
S (-1.563, 0.086, -0.690)
S (-0.566, -1.274, 2.623)
C (-3.492, 0.837, 2.012)
C (-4.506, 0.949, 1.026)
C (-5.768, 1.449, 1.355)
C (-6.074, 1.839, 2.644)
C (-5.118, 1.683, 3.629)
C (-3.846, 1.179, 3.339)
C (-3.018, 0.963, 4.568)
C (-2.542, 2.058, 5.294)
C (-2.604, 3.470, 4.758)
C (-1.990, 1.843, 6.554)
C (-1.872, 0.574, 7.096)
C (-1.253, 0.356, 8.457)
C (-2.345, -0.506, 6.357)
C (-2.941, -0.333, 5.115)
C (-3.515, -1.531, 4.392)
C (-4.391, 0.505, -0.405)
C (-4.522, -0.849, -0.728)
C (-4.610, -1.898, 0.354)
C (-4.488, -1.231, -2.064)
C (-4.323, -0.304, -3.082)
C (-4.189, -0.739, -4.520)
C (-4.220, 1.040, -2.743)
C (-4.249, 1.458, -1.421)
C (-4.026, 2.912, -1.081)
C (2.938, -2.613, 3.337)
C (3.595, -3.235, 2.268)
C (4.812, -2.638, 1.599)
C (3.130, -4.475, 1.830)
C (2.068, -5.114, 2.447)
C (1.530, -6.417, 1.913)
C (1.487, -4.519, 3.562)
C (1.908, -3.281, 4.021)
C (1.293, -2.674, 5.265)
H (0.449, 6.683, 4.702)
H (0.062, 6.361, 3.007)
H (1.574, 7.172, 3.423)
H (0.923, 4.654, 5.839)
H (1.484, 2.760, 7.107)
H (2.895, 1.808, 6.622)
H (1.290, 1.304, 6.113)
H (4.395, 2.065, 1.829)
H (4.186, 3.678, 1.113)
H (2.998, 2.396, 0.826)
H (2.374, 5.156, 1.850)
H (4.929, 2.011, 5.180)
H (6.020, -0.152, 5.700)
H (5.018, -2.252, 4.838)
H (-6.518, 1.510, 0.573)
H (-7.054, 2.238, 2.882)
H (-5.344, 1.945, 4.657)
H (-3.258, 3.550, 3.892)
H (-1.605, 3.776, 4.442)
H (-2.950, 4.167, 5.529)
H (-1.644, 2.704, 7.122)
H (-1.101, 1.304, 8.978)
H (-0.279, -0.138, 8.367)
H (-1.889, -0.280, 9.077)
H (-2.267, -1.511, 6.770)
H (-3.606, -2.382, 5.071)
H (-2.859, -1.829, 3.570)
H (-4.496, -1.311, 3.968)
H (-5.349, -1.631, 1.115)
H (-3.640, -1.996, 0.857)
H (-4.872, -2.870, -0.067)
H (-4.549, -2.288, -2.313)
H (-4.628, -1.726, -4.683)
H (-3.131, -0.791, -4.799)
H (-4.673, -0.027, -5.194)
H (-4.067, 1.777, -3.529)
H (-3.718, 3.471, -1.969)
H (-3.238, 3.003, -0.325)
H (-4.926, 3.378, -0.671)
H (4.907, -1.571, 1.790)
H (4.750, -2.788, 0.519)
H (5.720, -3.137, 1.965)
H (3.598, -4.922, 0.955)
H (2.089, -6.735, 1.031)
H (0.482, -6.294, 1.624)
H (1.585, -7.209, 2.666)
H (0.664, -5.020, 4.069)
H (0.589, -3.372, 5.725)
H (0.747, -1.755, 5.035)
H (2.065, -2.420, 5.997)
C (-1.566, 3.222, -6.263)
C (-2.424, 2.041, -5.812)
N (-1.838, 0.744, -6.138)
C (-2.087, 0.259, -7.496)
C (-3.248, -0.727, -7.586)
C (-0.970, 0.064, -5.303)
S (-0.448, 0.829, -3.861)
N (-0.638, -1.145, -5.785)
C (0.235, -1.956, -5.151)
O (0.857, -1.761, -4.105)
C (0.492, -3.284, -5.837)
C (-0.124, -3.640, -7.036)
C (0.152, -4.868, -7.627)
C (1.046, -5.747, -7.025)
C (1.664, -5.393, -5.832)
C (1.388, -4.166, -5.238)
H (-2.064, 4.169, -6.032)
H (-1.377, 3.181, -7.341)
H (-0.610, 3.191, -5.736)
H (-3.407, 2.084, -6.293)
H (-2.564, 2.086, -4.736)
H (-1.184, -0.220, -7.862)
H (-2.293, 1.130, -8.123)
H (-3.046, -1.580, -6.935)
H (-3.365, -1.087, -8.615)
H (-4.188, -0.262, -7.273)
H (-0.819, -2.941, -7.485)
H (-0.333, -5.141, -8.559)
H (1.262, -6.704, -7.488)
H (2.363, -6.074, -5.358)
H (1.867, -3.868, -4.307)
S (3.382, -2.372, -2.430)
C (3.976, -0.979, -3.363)
N (3.848, -0.999, -4.794)
C (5.090, -0.845, -5.556)
C (6.110, -0.066, -4.726)
S (5.789, -0.735, -3.056)
H (3.294, -1.788, -5.072)
H (4.910, -0.299, -6.485)
H (5.520, -1.823, -5.798)
H (5.376, 1.595, -4.139)
H (7.117, -0.360, -5.023)
C (-1.033, -3.304, -2.187)
C (-0.047, -2.689, -1.211)
O (0.177, -3.159, -0.122)
H (-1.552, -4.166, -1.750)
H (-0.486, -3.603, -3.085)
H (-1.750, -2.528, -2.473)

## Properties
Orbital gap, Ha: 0.2123
Total charge: -2